C15H34NO4S | ωB97M-V/def2-TZVPD

Summary:
lowest unoccupied orbital energy	-4.24	eV
E_HOMO	-11.4863	eV
relative energy (zero: lowest compared OMol25 entry of this formula, charge and spin)	69.1	kcal/mol
electronic energy	-36611.5174	eV
2S+1	1
charge	+1

```
55
Properties=species:S:1:pos:R:3:forces:R:3:nbo_charge:R:1
C 2.36623 -2.27710 -0.21253 0.6 -0.1 -0.6 -0.6450
C 1.88337 -1.47115 -1.49491 0.0 -1.5 1.3 -0.5490
S 1.23566 0.20502 -1.12344 -0.1 0.5 -0.3 0.2189
C -0.23223 0.01850 0.01873 1.5 -1.2 0.3 -0.3655
N -1.04103 -1.13226 -0.50883 0.4 1.8 -1.3 -0.2753
C -1.45511 -1.06845 -1.73745 -1.6 -2.8 1.4 0.2880
C -2.20782 -2.41898 -2.02151 1.4 0.0 -0.8 -0.4779
C -1.93637 -3.38824 -0.78517 -0.1 0.9 -0.8 -0.4185
C -1.37510 -2.35231 0.24695 -1.2 -0.9 1.4 -0.2457
H 3.37194 -2.70511 -0.45479 -0.8 0.3 0.3 0.2385
H 2.50197 -1.63356 0.68407 -0.3 -0.5 -0.6 0.2348
H 1.72006 -3.16317 -0.00079 0.3 0.9 0.0 0.2061
H 1.14410 -2.13581 -2.01195 0.5 0.9 0.1 0.2024
H 2.77589 -1.36443 -2.15579 -1.0 0.5 0.3 0.2690
H 0.18601 -0.21832 1.02696 -0.8 0.0 -0.7 0.2499
H -0.81317 0.96199 0.04526 0.4 -0.6 -0.2 0.2635
H -1.28069 -0.23157 -2.44423 -0.1 -0.5 0.8 0.2777
H -1.59374 -2.84520 -2.85503 -1.1 0.3 0.1 0.2561
H -3.27412 -2.30179 -2.31160 0.8 0.1 0.1 0.2737
H -2.85596 -3.92854 -0.46051 0.6 0.9 0.0 0.2556
H -1.27629 -4.21984 -1.11492 0.1 0.9 0.5 0.2399
H -0.56827 -2.67716 0.94680 -0.3 0.3 -1.0 0.2557
H -2.22822 -2.08467 0.91602 0.6 0.0 -0.3 0.2370
C 2.34446 0.63343 6.06742 0.0 0.1 0.2 -0.2590
O 1.15595 -0.14175 6.15664 0.1 0.0 -0.4 -0.5436
C 0.50757 -0.29764 4.90562 -0.1 -0.2 0.4 -0.0882
C 0.81686 -1.65153 4.28359 0.3 0.3 -0.2 -0.0795
O 2.19064 -1.76755 3.93768 -0.2 0.0 0.2 -0.5600
C 2.93379 -2.50770 4.89903 0.1 -0.1 -0.1 -0.2592
H 2.92118 0.47126 6.97738 -0.1 0.0 0.0 0.1998
H 2.95793 0.34625 5.21094 0.0 0.0 0.0 0.1771
H 2.09024 1.69534 5.99618 0.1 0.0 0.0 0.1733
H 0.77709 0.51670 4.22415 0.1 -0.1 0.0 0.1677
H -0.56893 -0.23522 5.09361 0.0 0.0 0.0 0.1859
H 0.24304 -1.74940 3.35344 -0.1 0.0 0.0 0.1476
H 0.51557 -2.46479 4.95042 0.0 0.1 0.0 0.1870
H 2.73823 -3.57740 4.77654 0.0 0.0 0.1 0.1709
H 2.69304 -2.20779 5.92060 0.0 0.0 0.0 0.1893
H 3.99277 -2.32170 4.72286 -0.1 0.0 -0.1 0.1971
C -1.74884 4.69362 -2.38770 0.1 0.1 0.0 -0.2575
O -0.59620 4.51134 -3.19652 -0.3 -0.3 0.1 -0.5433
C -0.25080 3.14507 -3.36106 0.3 0.4 -0.4 -0.0806
C -0.73213 2.60183 -4.69753 -0.3 -0.3 0.3 -0.0898
O -2.15213 2.57107 -4.76629 0.2 0.2 0.1 -0.5615
C -2.69102 3.66912 -5.49330 -0.1 0.0 -0.1 -0.2592
H -2.11045 5.70982 -2.54023 0.1 0.0 0.0 0.2032
H -2.54825 3.99705 -2.65027 0.0 0.0 0.0 0.1759
H -1.48500 4.56861 -1.33197 -0.1 0.0 0.0 0.1631
H -0.64171 2.54270 -2.53144 -0.1 0.0 0.0 0.1447
H 0.84127 3.08659 -3.33166 0.0 -0.1 0.0 0.1928
H -0.38491 1.56762 -4.80169 0.1 0.0 0.0 0.1703
H -0.31486 3.18013 -5.52643 0.0 0.1 0.1 0.1900
H -2.56428 3.50146 -6.56675 0.0 0.1 0.0 0.1763
H -2.22136 4.61420 -5.21391 0.0 0.0 0.0 0.1852
H -3.75585 3.73137 -5.27070 0.0 -0.1 0.0 0.1941
```
Forces are in eV/Å.



C15H33BBr10N3O11 | ωB97M-V/def2-TZVPD

Summary:
lowest unoccupied orbital energy	-4.36	eV
E_HOMO	-7.8757	eV
relative energy (zero: lowest compared OMol25 entry of this formula, charge and spin)	207.1	kcal/mol
electronic energy	-744176.7317	eV
2S+1	1
charge	+1

```
73
Properties=species:S:1:pos:R:3:forces:R:3:lowdin_charge:R:1
N -8.38760 -0.93095 1.11556 -0.4 0.2 0.0 0.3564
H -7.81258 -0.37688 0.49712 0.5 0.2 -0.4 0.1634
H -8.22661 -0.65602 2.07399 0.3 0.0 0.5 0.1588
H -8.23047 -1.91994 0.98400 0.3 -0.5 -0.1 0.1631
H -9.35751 -0.73624 0.91194 -0.6 0.1 -0.2 0.1582
N -1.78608 9.50021 -1.46238 0.4 -0.6 0.0 0.3553
H -1.86882 9.29677 -0.47654 -0.5 -0.1 0.9 0.1609
H -1.42087 10.43524 -1.57385 0.1 0.4 -0.3 0.1588
H -2.63644 9.33104 -1.98042 -0.7 0.3 0.1 0.1572
H -1.14400 8.80334 -1.81195 0.8 -0.2 -0.3 0.1596
N -2.94323 1.82802 7.05201 -0.6 0.5 0.1 0.3572
H -2.84609 1.06744 6.39461 0.1 -0.3 -0.5 0.1607
H -2.69335 2.71344 6.63525 0.9 0.5 -0.5 0.1644
H -2.41843 1.64536 7.89541 0.4 0.0 0.3 0.1604
H -3.91341 1.98533 7.28461 -0.6 -0.4 0.3 0.1549
O -2.86831 -1.61297 0.14653 1.3 1.5 -0.7 0.0981
C -1.98299 -0.76777 0.18265 -0.9 -1.0 0.0 -0.3691
O -1.43092 -0.04268 -0.77705 -0.6 -1.1 -0.7 0.2386
B -0.40310 0.85897 -0.24801 -0.5 -0.2 -0.6 -0.8202
O -0.48647 0.58393 1.21550 2.9 2.9 -0.3 0.2787
C -1.32724 -0.29321 1.47697 -3.2 -2.7 1.2 -0.4778
O -1.72188 -0.70497 2.54895 0.5 0.4 0.2 0.0947
O 0.95962 0.66881 -0.77364 -1.6 -1.9 1.1 0.2553
C 1.45259 1.81241 -1.08470 2.4 1.9 -0.6 -0.4122
O 2.62727 2.02341 -1.31103 -1.6 0.1 0.0 0.1388
C 0.28828 2.84730 -1.06612 1.4 4.0 -1.3 -0.3297
O -0.80244 2.22909 -0.65407 0.6 0.2 0.4 0.2292
O 0.44101 4.04939 -1.40537 -1.1 -4.1 1.2 0.0764
O -0.18874 6.82750 2.97004 2.0 1.0 -0.9 0.0547
C -1.37065 6.97831 3.56246 -3.3 -0.2 -1.5 -0.9823
O -2.25253 7.71961 3.15013 -0.1 3.0 -1.6 -0.0662
O -1.62416 6.09934 4.35916 0.1 -3.2 4.0 -0.0782
H 0.04809 6.09197 3.53971 1.1 -0.6 -0.2 0.0820
Br 5.97468 -3.37164 0.54918 -0.2 0.0 0.0 0.6269
C 6.36497 -3.66107 -1.31612 1.1 0.0 -0.5 -0.7544
C 7.73855 -3.03754 -1.64973 0.0 -0.7 -1.6 -0.5732
Br 7.70480 -3.01974 -3.71773 0.3 0.2 1.3 0.5081
H 5.56439 -3.35078 -1.98761 0.1 0.7 0.5 0.0383
H 6.42388 -4.73199 -1.51043 0.2 0.0 0.4 0.0530
H 8.59043 -3.67695 -1.41832 -0.4 -0.4 -0.1 0.0478
H 8.08904 -2.06905 -1.29295 -1.1 0.3 -0.2 0.0532
Br 11.23013 4.62451 -7.48773 -0.5 -0.7 0.5 0.5310
C 9.76945 3.55564 -6.60389 0.2 0.7 -1.2 -0.6380
C 9.42183 4.12532 -5.27604 0.5 0.3 0.9 -0.7064
Br 8.79596 5.97340 -5.38057 -0.2 -0.3 0.0 0.5846
H 10.08729 2.51360 -6.56889 0.1 0.2 0.1 0.0650
H 8.94795 3.67691 -7.30996 0.0 -0.2 0.1 0.0473
H 10.29085 4.19315 -4.62159 0.0 -0.1 -0.1 0.0499
H 8.67538 3.52250 -4.75882 -0.2 0.1 -0.2 0.0667
Br -7.83046 2.02193 -5.03806 0.8 -0.2 -1.1 0.5150
C -6.50030 1.85841 -6.55892 0.6 0.2 0.2 -0.6102
C -5.08123 2.23940 -6.03145 -1.1 -0.2 -0.3 -0.6775
Br -3.65752 1.19332 -6.91754 -0.7 0.5 0.4 0.6011
H -6.83045 2.54303 -7.34019 -0.1 0.1 0.3 0.0520
H -6.51355 0.86152 -6.99953 -0.3 -0.1 0.6 0.0409
H -5.07300 2.06561 -4.95542 0.5 -0.1 -0.2 0.0263
H -4.91794 3.29348 -6.25587 0.3 -0.2 0.2 0.0522
Br 1.38263 -8.07003 6.77467 0.2 1.7 0.4 0.5335
C 1.76158 -6.23570 7.59015 0.3 -0.7 1.3 -0.6330
C 0.48091 -5.57537 8.13595 0.2 -0.4 -1.0 -0.6882
Br 0.93939 -3.99294 9.20650 -0.1 -0.4 -0.5 0.5874
H 2.34719 -5.55150 6.97613 -0.6 -0.3 -0.8 0.0611
H 2.49976 -6.46130 8.35976 -0.5 -0.3 0.3 0.0377
H -0.20992 -6.16098 8.74251 0.7 -0.3 0.1 0.0488
H -0.09100 -5.31312 7.24587 -0.1 0.6 0.2 0.0527
Br -4.91086 -9.35909 0.23815 2.3 0.2 0.0 0.4847
C -2.85191 -9.12275 0.35144 0.8 0.1 0.9 -0.6241
C -2.17203 -8.62072 -0.95929 -1.3 -0.8 1.7 -0.6741
Br -0.23473 -8.83669 -0.86132 -0.5 0.1 0.1 0.6236
H -2.29067 -9.96494 0.75617 -0.9 -1.3 -0.9 0.0401
H -2.62166 -8.53872 1.24250 -0.8 1.2 -0.4 0.0457
H -2.40881 -7.55938 -1.03396 0.1 -0.3 -0.8 0.0565
H -2.55659 -9.33413 -1.68816 0.3 0.8 -0.6 0.0477
```
Forces are in eV/Å.



C8H18LuO4 | ωB97M-V/def2-TZVPD

Summary:
lowest unoccupied orbital energy (alpha / beta)	-9.28 / -7.60	eV
E_HOMO (alpha / beta)	-14.5164 / -14.8459	eV
relative energy (zero: lowest compared OMol25 entry of this formula, charge and spin)	0.0	kcal/mol
expectation value of S²	1.484
electronic energy	-50375.7196	eV
2S+1	2
charge	+2

```
31
Properties=species:S:1:pos:R:3:forces:R:3:mulliken_spin:R:1
C 2.98559 -2.03280 8.97773 -0.2 -0.5 1.0 0.0186
O 3.50219 -1.26896 7.88991 -0.3 -0.2 -1.1 0.0622
C 4.58263 -0.40834 8.27252 0.9 0.7 0.5 0.0267
C 4.95297 0.51637 7.13748 -1.2 1.2 -0.4 -0.0913
C 5.58432 -0.13704 5.92909 0.9 0.6 0.5 0.0202
O 4.59645 -0.86068 5.18100 -0.9 -0.4 0.4 0.1511
C 5.05605 -1.26532 3.89274 0.6 -0.3 -0.9 0.0014
Lu 2.70974 -1.70729 5.90477 0.3 1.0 0.3 -0.9782
H 2.18225 -2.66847 8.58841 0.0 0.0 0.1 -0.0138
H 3.78190 -2.65975 9.40233 -0.3 0.1 -0.1 0.0059
H 2.58473 -1.35735 9.74529 0.1 -0.2 -0.2 0.0023
H 5.43501 -1.03819 8.57359 -0.3 0.1 0.0 0.0073
H 4.25318 0.17962 9.14131 0.0 -0.2 -0.2 0.0023
H 5.65243 1.26760 7.52486 0.0 -0.3 0.0 -0.0035
H 6.38775 -0.83442 6.21307 -0.2 0.1 -0.1 0.0050
H 6.00801 0.63037 5.26591 -0.1 -0.2 0.1 0.0003
H 4.24390 -1.81570 3.40499 0.1 0.0 -0.1 -0.0045
H 5.31112 -0.37671 3.29868 -0.1 -0.3 0.1 -0.0010
H 5.93600 -1.91489 3.99597 -0.3 0.1 -0.1 -0.0002
H 4.03671 1.14824 6.81876 1.4 -1.0 0.4 0.0338
O 3.82775 4.72846 3.60125 -0.1 -0.1 0.0 0.8923
C 4.10920 3.40708 3.69425 0.5 -0.1 -0.2 0.0095
C 2.94960 2.51766 4.09528 -0.3 0.2 -0.9 -0.0241
O 2.62224 2.79211 5.44900 -0.4 -1.5 1.3 0.1469
C 1.80828 1.90078 6.05179 -0.3 0.7 -0.9 0.5932
H 4.96804 3.26729 4.39026 -0.2 0.1 -0.1 0.0507
H 4.52043 3.06924 2.71424 -0.2 0.2 0.2 0.0523
H 3.24050 1.46184 3.97108 -0.1 0.0 0.2 0.0055
H 2.06868 2.71893 3.46376 0.3 -0.1 0.2 0.0013
H 1.56558 2.14426 7.08624 0.2 -0.1 -0.2 0.0122
H 1.04039 1.43465 5.42328 0.3 0.1 0.2 0.0155
```
Forces are in eV/Å.



C20H29CdO5P | ωB97M-V/def2-TZVPD

Summary:
lowest unoccupied orbital energy	0.56	eV
E_HOMO	-7.1302	eV
relative energy (zero: lowest compared OMol25 entry of this formula, charge and spin)	12.2	kcal/mol
electronic energy	-45302.6041	eV
2S+1	1
charge	0

```
56
Properties=species:S:1:pos:R:3:forces:R:3:nbo_charge:R:1
Cd 0.25208 0.50278 -0.03340 -0.2 -0.2 -0.3 1.4614
C 2.06222 -1.12526 2.47913 0.1 0.0 0.0 -0.0790
C 2.45116 0.24352 2.29705 0.1 -0.1 0.0 -0.0880
C 1.30797 1.00905 2.16161 0.1 0.0 0.3 -0.1492
C 0.14835 0.10728 2.19608 -0.1 0.0 -0.2 -0.3530
C 0.68774 -1.21525 2.42620 -0.1 0.0 0.0 -0.0796
C -0.13620 -2.46016 2.57898 -0.1 -0.1 0.0 -0.6384
C -1.18673 0.56305 2.73765 -0.1 0.0 0.1 -0.6350
C 1.22418 2.50308 2.27023 0.0 0.1 0.0 -0.6383
C 3.86119 0.75779 2.27423 0.1 0.0 0.0 -0.6349
C 3.01591 -2.27530 2.64538 0.0 0.0 0.0 -0.6407
H 0.35944 -3.19128 3.21977 0.0 0.0 0.0 0.2169
H -0.34285 -2.96141 1.62443 0.0 0.0 0.0 0.1992
H -1.10669 -2.24499 3.03198 0.0 0.0 0.0 0.2142
H -1.13789 0.68852 3.82603 0.0 0.0 0.0 0.2044
H -1.98112 -0.15386 2.52643 0.0 0.0 0.0 0.2109
H -1.50338 1.52017 2.31923 0.0 0.0 0.0 0.2137
H 1.04933 2.80092 3.30954 0.0 0.0 0.0 0.2120
H 0.41718 2.93571 1.67571 0.0 0.0 0.0 0.2103
H 2.14684 2.98132 1.94079 0.0 0.0 0.0 0.2241
H 4.17354 1.16161 3.24259 0.0 0.0 0.0 0.2113
H 3.98695 1.55545 1.53931 0.0 0.0 0.0 0.2159
H 4.57419 -0.03059 2.02323 0.0 0.0 0.0 0.2076
H 3.35271 -2.38252 3.68055 0.0 0.0 0.0 0.2190
H 3.91865 -2.15291 2.03986 0.0 0.0 0.0 0.2067
H 2.56324 -3.22724 2.35928 0.0 0.0 0.0 0.2086
C -0.96253 -2.48050 -3.61700 0.0 0.1 0.0 -0.2602
O 0.05591 -1.46369 -3.66378 -0.4 -0.3 -0.2 -0.8180
P 0.76456 -1.00887 -2.31982 0.2 0.7 0.8 1.6621
O 1.54333 -2.32949 -1.89082 0.2 -0.3 0.0 -0.8270
C 2.25441 -2.27269 -0.64042 0.0 0.0 0.0 -0.2839
O 1.94791 -0.10841 -2.89092 0.1 0.1 -0.3 -0.8326
C 1.64288 1.04639 -3.70114 0.0 -0.1 0.0 -0.2499
H -1.27244 -2.65676 -4.64109 0.0 0.0 0.0 0.2052
H -1.82079 -2.14196 -3.03595 0.0 0.0 0.0 0.1881
H -0.55941 -3.39609 -3.18944 0.0 0.0 0.0 0.1950
H 2.73191 -3.23601 -0.49797 0.0 -0.1 0.0 0.2104
H 1.56966 -2.08094 0.18627 0.0 0.0 0.1 0.2049
H 3.01858 -1.49451 -0.66507 0.0 0.0 0.0 0.1962
H 2.34762 1.82540 -3.43470 0.0 0.0 0.0 0.2116
H 0.62940 1.40708 -3.51631 0.0 0.0 0.0 0.1856
H 1.73877 0.76522 -4.74714 0.0 0.0 0.0 0.1901
O 1.16338 2.37351 -1.01207 -0.1 0.2 -0.1 -0.7997
C 0.02678 2.75055 -1.41876 0.0 -0.3 0.2 0.7348
O -1.01313 2.06074 -1.19941 0.1 0.1 0.0 -0.7975
C -0.09367 4.01584 -2.20092 0.0 0.0 0.0 -0.1084
C -1.26978 4.28269 -2.89251 0.0 0.1 0.0 -0.1836
C -1.38307 5.44185 -3.64645 0.0 0.0 0.0 -0.2245
C -0.32533 6.34106 -3.69864 0.0 0.0 0.0 -0.1953
C 0.84824 6.07842 -3.00110 0.0 0.0 0.0 -0.2243
C 0.96710 4.91257 -2.25793 0.0 0.0 -0.1 -0.1850
H -2.08535 3.57519 -2.82468 0.0 0.0 0.0 0.2330
H -2.29773 5.64502 -4.18904 0.0 0.0 0.0 0.2139
H -0.41620 7.24785 -4.28422 0.0 0.0 0.0 0.2130
H 1.67002 6.78201 -3.03915 0.0 0.0 0.0 0.2143
H 1.87581 4.68243 -1.71714 0.0 0.0 0.0 0.2319
```
Forces are in eV/Å.